# 1
DFT (the ωB97M-V functional and the def2-TZVPD basis) results for C46H33Cl2IN7O4Ta as an isolated structure at a distorted geometry.

Output
Orbital gap (alpha / beta) in Eh: 0.1582 / 0.1580
Net charge: +2
HOMO level (alpha / beta) in eV: -11.905 / -11.905
Maximum force in hartree/bohr: 0.0284
Energy relative to the best compared isomer or geometry (same formula, charge and spin) in eV: 2.8550
E_LUMO (alpha / beta) in eV: -7.60 / -7.61

Geometry (Å):
Ta1 0.030 -0.250 -0.133
I1 1.009 -3.322 -0.026
Cl1 5.060 5.765 -3.784
Cl2 -0.047 5.022 -2.120
O1 -1.272 -1.427 -0.758
O2 1.747 0.239 -0.764
O3 1.795 1.807 -2.418
O4 -2.835 -2.245 -2.145
N1 1.261 -0.083 1.831
N2 2.983 4.576 -2.050
N3 -3.048 -0.017 0.576
N4 -0.902 1.055 -1.567
N5 -0.400 1.608 0.908
N6 -0.063 1.836 2.116
N7 -0.725 -1.837 1.762
C1 -3.208 3.873 -0.959
C2 2.282 4.301 2.085
C3 2.444 0.346 4.294
C4 1.998 5.477 1.400
C5 -1.580 2.095 -1.046
C6 3.004 3.293 -0.004
C7 -0.521 0.232 -5.709
C8 -1.085 1.754 -3.924
C9 0.706 6.846 -3.936
C10 -5.314 0.771 0.972
C11 2.236 5.571 0.040
C12 -3.523 -0.706 -0.437
C13 -0.199 -0.732 -4.768
C14 -2.684 4.366 0.274
C15 2.294 1.398 -1.436
C16 -1.692 -3.946 3.278
C17 -5.757 0.025 -0.138
C18 1.602 7.472 -4.781
C19 -3.941 0.721 1.313
C20 -4.384 2.166 3.197
C21 1.153 5.878 -3.050
C22 -2.051 -2.641 3.572
C23 -2.685 2.788 -1.601
C24 -1.552 -1.616 2.793
C25 -0.819 0.773 -2.979
C26 -0.377 -3.095 1.519
C27 -0.345 -0.460 -3.419
C28 -4.866 -0.727 -0.842
C29 2.793 3.231 1.371
C30 1.430 1.174 3.853
C31 -0.822 -4.190 2.226
C32 -0.946 1.477 -5.276
C33 2.884 -0.681 3.468
C34 -5.754 2.226 2.847
C35 2.728 4.484 -0.685
C36 2.498 5.547 -2.935
C37 3.372 6.182 -3.824
C38 0.881 0.939 2.604
C39 -1.218 2.480 0.281
C40 2.942 7.122 -4.740
C41 -3.501 1.443 2.451
C42 -1.721 3.660 0.905
C43 2.269 -0.863 2.248
C44 -2.561 -1.544 -1.236
C45 3.450 2.024 -0.703
C46 -6.206 1.546 1.757
H1 0.165 -1.702 -5.081
H2 3.777 4.067 -2.397
H3 -2.455 1.430 2.723
H4 -0.505 -5.191 1.972
H5 2.060 6.507 -0.476
H6 -1.821 -0.591 2.983
H7 2.904 0.511 5.260
H8 -0.073 -1.248 -2.730
H9 -1.333 2.763 -3.621
H10 -1.161 2.258 -5.994
H11 1.618 6.340 1.933
H12 3.660 7.584 -5.403
H13 1.256 8.221 -5.482
H14 1.070 2.018 4.427
H15 3.827 1.338 0.054
H16 -7.253 1.575 1.481
H17 -2.075 -4.771 3.865
H18 -3.114 2.449 -2.533
H19 -0.419 0.022 -6.765
H20 -4.051 4.383 -1.411
H21 -2.717 -2.415 4.394
H22 2.141 4.233 3.156
H23 -5.152 -1.331 -1.692
H24 -1.336 3.945 1.874
H25 3.692 -1.336 3.763
H26 3.069 2.318 1.894
H27 -0.349 7.081 -3.971
H28 -6.805 0.048 -0.414
H29 -4.035 2.709 4.067
H30 2.584 -1.650 1.581
H31 -3.089 5.266 0.715
H32 -6.438 2.809 3.450
H33 4.239 2.174 -1.443

***

# 2
DFT (the ωB97M-V functional and the def2-TZVPD basis) results for C46H34BBiF3N9SbSe2 as an isolated structure at a distorted geometry.

Output
Orbital gap in Eh: 0.2782
Net charge: +1
HOMO level in eV: -10.834
Maximum force in hartree/bohr: 0.0339
Energy relative to the best compared isomer or geometry (same formula, charge and spin) in eV: 0.0623
E_LUMO in eV: -3.26

Geometry (Å):
Bi1 -0.057 -0.358 0.186
Sb1 -1.575 0.514 -2.416
Se1 -2.371 -1.941 2.979
Se2 -3.072 -0.928 1.016
F1 -3.750 -4.921 -4.643
F2 -6.783 3.793 -3.579
F3 1.430 2.027 -7.655
N1 1.780 -0.746 -1.158
N2 -1.866 1.446 1.863
N3 1.881 -0.060 1.833
N4 2.963 -0.103 -1.050
N5 3.064 0.424 1.410
N6 0.180 -2.412 1.802
N7 -3.450 -9.766 -0.561
N8 0.986 1.950 -0.762
N9 2.205 2.134 -0.214
C1 0.357 3.123 -0.676
C2 -2.413 -1.297 -3.254
C3 -0.810 -2.967 2.488
C4 -2.580 -7.349 -0.801
C5 -3.052 0.933 1.577
C6 -2.935 3.533 2.300
C7 1.864 -1.574 -2.208
C8 -1.047 -3.433 -0.878
C9 -0.509 1.227 -6.610
C10 -4.116 -3.008 -3.337
C11 -5.672 2.154 -2.326
C12 -3.652 -1.791 -2.862
C13 -3.270 -6.306 -0.180
C14 1.412 -4.446 1.965
C15 -2.768 -5.023 -0.241
C16 -1.571 -4.761 -0.920
C17 1.441 1.859 -5.319
C18 -1.646 -2.038 -4.149
C19 -4.168 2.985 1.982
C20 -1.166 0.890 -5.439
C21 -5.655 3.125 -3.310
C22 -0.653 -2.292 -0.762
C23 2.025 -0.369 3.120
C24 0.771 1.518 -4.153
C25 3.326 -0.091 3.542
C26 3.783 -0.522 -2.020
C27 2.344 3.405 0.200
C28 3.122 -1.465 -2.789
C29 -3.346 2.724 -3.742
C30 -3.320 -3.727 -4.207
C31 -1.810 2.725 2.228
C32 3.952 0.409 2.417
C33 1.268 -3.141 1.539
C34 -4.507 3.431 -4.015
C35 -0.756 -4.276 2.951
C36 -3.069 -8.689 -0.685
C37 -1.399 -7.092 -1.496
C38 -0.897 -5.805 -1.552
C39 -0.531 1.035 -4.207
C40 0.378 -5.024 2.688
C41 -4.238 1.647 1.624
C42 0.788 1.706 -6.526
C43 -4.503 1.456 -2.068
C44 -2.093 -3.258 -4.634
C45 1.175 4.085 -0.080
C46 -3.340 1.714 -2.786
B1 3.237 1.003 -0.008
H1 4.346 1.419 -0.137
H2 1.197 -0.759 3.690
H3 3.749 -0.237 4.520
H4 -0.642 3.233 -1.074
H5 -0.877 -7.905 -1.983
H6 -6.589 1.955 -1.787
H7 -5.178 1.163 1.398
H8 -0.985 1.126 -7.576
H9 -5.068 3.585 2.024
H10 2.044 -2.650 0.964
H11 0.451 -6.045 3.035
H12 -0.823 3.109 2.464
H13 2.311 -4.997 1.728
H14 -2.846 4.569 2.597
H15 4.785 -0.136 -2.103
H16 3.262 3.745 0.651
H17 -2.180 0.510 -5.486
H18 1.268 1.633 -3.196
H19 -3.286 -4.206 0.245
H20 1.034 -2.209 -2.470
H21 2.453 2.243 -5.303
H22 -4.507 0.695 -1.297
H23 4.962 0.757 2.273
H24 -5.078 -3.402 -3.038
H25 -4.191 -6.512 0.348
H26 -1.509 -3.840 -5.334
H27 -0.682 -1.666 -4.476
H28 3.500 -1.986 -3.650
H29 -1.596 -4.686 3.496
H30 -4.531 4.207 -4.769
H31 0.027 -5.603 -2.077
H32 -2.442 2.968 -4.284
H33 -4.279 -1.231 -2.181
H34 0.955 5.121 0.109

***

# 3
DFT (the ωB97M-V functional and the def2-TZVPD basis) results for C46H36ClO3P2Pd as an isolated structure.

Output
Orbital gap in Eh: 0.2151
Net charge: -1
HOMO level in eV: -3.545
Maximum force in hartree/bohr: 0.0074
Energy relative to the best compared isomer or geometry (same formula, charge and spin) in eV: 0.0000
E_LUMO in eV: 2.31

Geometry (Å):
Pd1 0.332 1.267 0.520
Cl1 -6.082 3.538 1.079
P1 2.484 0.687 -0.229
P2 -0.334 0.583 2.546
O1 2.374 -0.303 2.631
O2 -0.256 2.658 -1.081
O3 -1.761 0.089 -0.878
C1 -3.514 3.025 0.339
C2 -4.069 0.442 -0.492
C3 -4.317 2.293 4.140
C4 3.873 0.142 0.857
C5 2.586 2.610 -2.190
C6 3.222 2.156 -1.028
C7 -0.480 -3.385 3.714
C8 0.792 0.787 3.983
C9 4.701 -0.260 3.125
C10 -2.962 0.369 3.627
C11 3.527 -0.643 -2.543
C12 -1.903 1.194 3.258
C13 -5.081 1.240 -0.010
C14 -2.075 2.576 3.328
C15 4.011 4.547 -2.246
C16 3.659 -0.133 2.202
C17 -0.555 -1.240 2.602
C18 2.548 -0.580 -1.552
C19 1.428 1.450 6.215
C20 -3.264 3.124 3.782
C21 4.617 4.129 -1.074
C22 1.508 -2.547 -2.485
C23 4.004 -1.996 4.761
C24 -4.164 0.918 4.057
C25 -2.480 2.245 -0.171
C26 -0.918 -4.007 2.553
C27 2.077 0.276 3.841
C28 4.315 -0.495 4.581
C29 -0.308 -2.008 3.740
C30 4.225 2.941 -0.466
C31 2.691 0.898 6.045
C32 0.479 1.377 5.204
C33 -1.180 -3.247 1.422
C34 5.195 0.130 0.405
C35 -1.131 2.833 -0.196
C36 2.493 -2.613 -3.459
C37 -2.704 0.876 -0.561
C38 2.989 3.785 -2.799
C39 5.434 -0.101 5.541
C40 1.529 -1.530 -1.541
C41 3.031 0.282 4.847
C42 -4.800 2.536 0.418
C43 3.499 -1.655 -3.492
C44 -0.994 -1.869 1.437
C45 5.998 -0.214 2.644
C46 6.247 -0.059 1.283
H1 -0.998 3.692 0.492
H2 4.704 2.636 0.455
H3 2.469 -3.399 -4.204
H4 -5.261 2.721 4.452
H5 7.267 -0.054 0.918
H6 -2.863 -0.707 3.557
H7 4.259 -1.693 -4.263
H8 -4.989 0.264 4.313
H9 -0.276 -3.971 4.602
H10 -3.298 4.032 0.681
H11 -1.056 -5.082 2.530
H12 3.688 -2.194 5.789
H13 4.301 0.113 -2.586
H14 1.747 2.054 -2.591
H15 0.704 -3.272 -2.471
H16 4.318 5.472 -2.718
H17 4.890 -2.595 4.540
H18 5.690 0.955 5.441
H19 3.402 0.942 6.860
H20 -6.095 0.863 0.054
H21 2.483 4.120 -3.696
H22 -4.277 -0.577 -0.799
H23 5.398 4.728 -0.621
H24 -0.512 1.780 5.365
H25 6.833 -0.315 3.324
H26 1.171 1.923 7.155
H27 0.732 -1.443 -0.809
H28 3.201 -2.307 4.090
H29 5.394 0.316 -0.643
H30 5.137 -0.294 6.572
H31 -1.210 -1.273 0.550
H32 -3.387 4.199 3.813
H33 6.328 -0.697 5.356
H34 -1.529 -3.725 0.514
H35 -1.272 3.224 2.991
H36 0.028 -1.528 4.653